[1]
{
  "formula": "C12H6Cl4N2O3",
  "method": "ωB97M-V/def2-TZVPD",
  "species": ["O", "O", "Cl", "Cl", "Cl", "Cl", "N", "O", "C", "C", "C", "C", "C", "C", "C", "C", "C", "C", "C", "N", "C", "H", "H", "H", "H", "H", "H"],
  "xyz": [[1.8192, -0.0379, 0.2749], [-1.7329, 3.2737, 1.5072], [-1.9302, -4.3523, 2.8945], [-0.5033, -6.4527, 1.0628], [2.2289, -2.3851, -1.3246], [1.6696, -5.5313, -0.9331], [-0.4509, -2.4817, 1.6525], [-0.1987, 0.2863, 1.3841], [0.8035, -0.4927, 0.8017], [-0.8742, 2.6332, 0.9195], [-0.7833, 3.6322, -2.6890], [-1.3090, 3.7991, -1.2998], [0.2400, 2.7128, -2.6670], [-0.6384, 2.9093, -0.5194], [-0.7404, -3.7918, 1.7479], [0.5187, -2.0245, 0.7986], [-0.1077, -4.7713, 0.9620], [1.1481, -2.9532, -0.0654], [0.8659, -4.3319, 0.0382], [0.3266, 2.2892, -1.3346], [0.0761, 1.7040, 1.6771], [-1.1544, 4.1548, -3.5795], [-2.0568, 4.4839, -0.9149], [0.8269, 2.3849, -3.5239], [0.9058, 1.5147, -1.0094], [-0.0305, 1.8786, 2.7346], [1.0815, 1.9497, 1.4052]],
  "forces_ev_per_a": [[-2.2, -0.6, 1.3], [0.7, -0.8, -0.2], [0.3, 0.7, -0.3], [0.1, 0.6, 0.1], [-0.4, -0.6, 0.6], [-0.2, 0.9, 0.3], [0.7, -0.8, -0.2], [1.5, -1.0, -0.5], [0.5, 1.1, -0.6], [-0.3, 1.1, -0.2], [-0.9, 0.9, 1.4], [0.4, -0.1, -2.3], [-1.3, 0.4, 1.8], [1.0, -0.8, -0.8], [0.6, 1.0, -0.4], [-1.6, -0.9, 0.7], [0.5, 0.3, -0.5], [0.4, 0.8, -0.3], [-0.4, -0.2, 0.3], [0.4, -0.7, -0.2], [-0.4, -0.8, -0.7], [0.3, -0.2, 0.6], [0.1, -0.2, -0.4], [0.0, -0.2, 0.8], [-0.1, 0.4, -0.2], [-0.4, -0.3, 0.3], [0.7, 0.0, -0.3]],
  "e_homo_ha": -0.3293,
  "charge": 0,
  "smiles": "O=C(COC(=O)c1nc(Cl)c(Cl)c(Cl)c1Cl)c1ccc[nH]1",
  "lumo_ev": -1.02
}

=====

[2]
{
  "formula": "C12H6Cl8GeIN3OPtS",
  "method": "ωB97M-V/def2-TZVPD",
  "species": ["Pt", "Cl", "C", "C", "Cl", "C", "Cl", "C", "O", "C", "Cl", "C", "Cl", "I", "C", "C", "N", "N", "C", "H", "H", "H", "S", "C", "C", "N", "C", "H", "H", "H", "Cl", "Ge", "Cl", "Cl"],
  "xyz": [[0.9357, 0.9128, -0.7949], [-1.7782, -3.5201, 5.2830], [-1.6233, -2.9108, 3.7101], [-0.8019, -1.7721, 3.4790], [0.0103, -1.0391, 4.7948], [-0.6736, -1.2888, 2.2091], [0.3141, 0.0879, 1.8997], [-1.3458, -1.8819, 1.0676], [-1.2283, -1.4239, -0.0654], [-2.1817, -3.0431, 1.3652], [-2.9918, -3.7419, 0.0523], [-2.3056, -3.5345, 2.6453], [-3.2909, -4.8979, 2.9529], [-4.8931, 2.8626, -0.4292], [-2.8520, 2.7796, -0.6859], [-2.0052, 3.8105, -1.0445], [-0.7670, 3.3070, -1.0943], [-0.7732, 1.9958, -0.7994], [-2.0351, 1.6567, -0.5525], [-2.2017, 4.8447, -1.2697], [0.0923, 3.7226, -1.4388], [-2.2848, 0.6366, -0.3118], [4.9164, -0.8287, 0.3650], [4.8815, -0.6432, -1.3297], [3.6622, -0.2205, -1.7295], [2.7559, -0.0475, -0.7062], [3.3088, -0.3344, 0.4570], [5.7406, -0.8484, -1.9451], [3.3781, -0.0282, -2.7491], [2.7780, -0.2802, 1.3926], [1.8811, 2.9724, -3.0610], [0.7203, 1.0179, -3.0928], [1.7833, 0.0465, -4.6458], [-1.1252, 1.6315, -3.9282]],
  "forces_ev_per_a": [[-0.4, -1.2, 0.3], [0.0, 0.0, -0.1], [0.0, -0.1, 0.1], [0.0, 0.0, 0.0], [0.0, 0.0, 0.0], [0.1, 0.0, 0.1], [0.0, 0.3, 0.2], [-0.1, -0.1, 0.0], [0.0, 0.0, 0.0], [0.0, -0.1, -0.1], [0.0, 0.0, 0.0], [0.0, 0.0, 0.0], [0.0, 0.0, 0.0], [0.1, 0.0, 0.0], [-0.1, 0.0, 0.0], [0.0, 0.0, 0.0], [0.1, 0.0, 0.0], [0.2, -0.1, 0.1], [0.0, 0.0, 0.0], [0.0, 0.0, 0.0], [-0.1, 0.0, 0.0], [0.0, 0.0, 0.0], [-0.1, 0.0, 0.0], [0.0, 0.0, 0.0], [0.0, 0.0, -0.1], [0.1, 0.2, 0.2], [0.0, -0.1, 0.0], [0.0, 0.0, 0.0], [0.0, 0.0, 0.0], [0.0, 0.0, 0.0], [-0.2, -0.1, -0.3], [0.9, 1.8, -0.3], [-0.1, -0.5, 0.0], [-0.3, -0.3, -0.1]],
  "e_homo_ha": [-0.4321, -0.4333],
  "multiplicity": 2,
  "charge": 1,
  "lumo_ev": [-4.37, -5.61]
}

=====

> Which formula does entry 1 have?

C12H6Cl4N2O3